# 1
Here is a 3-piece molecular cluster, CH10N3O2 overall from OMol25. Energies are from ωB97M-V with the def2-TZVPD basis set.

Properties
net charge: +1
max |F|: 4.66 eV/A
E_LUMO: -3.608 eV
Kohn-Sham gap: 11.2 eV
2S+1: 1
energy relative to the best compared isomer or geometry (same formula, charge and spin): 179.04 kJ/mol
DFT total energy: -358.61321 Eh

Geometry as XYZ:
```
16
CH10N3O2, DFT ωB97M-V with the def2-TZVPD basis set
N 1.305 0.107 1.276
C 1.006 -1.033 0.577
N 1.653 -2.216 0.729
N 0.385 -0.869 -0.632
H 1.374 0.063 2.298
H 1.394 1.035 0.851
H 1.942 -2.675 -0.163
H 2.153 -2.287 1.582
H -0.326 -0.096 -0.907
H 0.501 -1.624 -1.349
H 0.058 1.987 -1.161
H -1.159 2.020 -0.243
O -0.328 1.512 -0.385
H -3.341 1.054 -1.832
H -3.747 1.423 -0.372
O -3.208 1.756 -1.088
```



# 2
Here is a 3-piece molecular cluster, CH10NO2 overall from OMol25. Energies are from ωB97M-V with the def2-TZVPD basis set.

Properties
⟨S²⟩: 0.750
max |F|: 1.73 eV/A
E_LUMO (alpha / beta): 0.899 / 0.584 eV
Kohn-Sham gap (alpha / beta): 3.7 / 12.6 eV
2S+1: 2
energy relative to the best compared isomer or geometry (same formula, charge and spin): 27.69 kJ/mol
DFT total energy: -249.20283 Eh

Geometry as XYZ:
```
14
CH10NO2, DFT ωB97M-V with the def2-TZVPD basis set
C 1.219 0.118 -1.009
N 0.031 -0.701 -0.570
H 1.014 0.450 -2.019
H 1.406 0.916 -0.306
H 2.106 -0.511 -0.945
H 0.172 -0.797 0.449
H -0.011 -1.593 -1.076
H -0.816 -0.119 -0.780
H -0.187 -1.933 2.889
H 0.143 -0.406 2.832
O -0.230 -1.148 2.334
H -2.035 1.681 0.021
H -1.541 2.324 -1.259
O -1.272 1.719 -0.561
```



# 3
Here is a 4-piece molecular cluster, CH10NO3 overall from OMol25. Energies are from ωB97M-V with the def2-TZVPD basis set.

Properties
⟨S²⟩: 0.753
max |F|: 1.87 eV/A
E_LUMO (alpha / beta): 0.437 / 0.432 eV
Kohn-Sham gap (alpha / beta): 5.2 / 10.2 eV
2S+1: 2
energy relative to the best compared isomer or geometry (same formula, charge and spin): 23.09 kJ/mol
DFT total energy: -324.48160 Eh

Geometry as XYZ:
```
15
CH10NO3, DFT ωB97M-V with the def2-TZVPD basis set
C 1.354 -0.476 0.690
N 1.866 -0.086 -0.500
H 1.655 -1.382 1.193
H 0.444 -0.006 1.081
H 1.363 0.572 -1.090
H 2.656 -0.474 -0.972
H -1.736 -2.865 0.255
H -1.431 -1.357 0.286
O -1.143 -2.212 0.623
H -1.708 0.753 2.120
H -2.233 0.812 0.692
O -1.411 0.810 1.205
H -0.241 2.396 -1.258
H 0.519 1.890 -2.558
O 0.045 1.625 -1.766
```



# 4
Here is a 4-piece molecular cluster, CH10O3S2 overall from OMol25. Energies are from ωB97M-V with the def2-TZVPD basis set.

Properties
SMILES: CSS.O.O.O
max |F|: 4.24 eV/A
E_LUMO: -0.098 eV
Kohn-Sham gap: 8.4 eV
2S+1: 1
energy relative to the best compared isomer or geometry (same formula, charge and spin): 210.18 kJ/mol
DFT total energy: -1066.10977 Eh

Geometry as XYZ:
```
16
CH10O3S2, DFT ωB97M-V with the def2-TZVPD basis set
C 2.221 2.486 -0.496
S 0.824 1.288 -0.771
S -0.889 1.713 0.154
H 2.396 2.942 -1.486
H 1.864 3.203 0.264
H 3.181 2.158 -0.204
H -1.762 0.703 0.011
H -1.645 -3.033 -1.960
H -2.977 -2.395 -1.350
O -2.533 -2.821 -2.153
H -0.162 -0.016 3.002
H -1.077 0.014 1.638
O -0.963 -0.402 2.630
H -0.074 -1.531 0.572
H 1.262 -2.239 0.249
O 0.334 -2.070 -0.100
```



# 5
Here is a 4-piece molecular cluster, CH11N3O3 overall from OMol25. Energies are from ωB97M-V with the def2-TZVPD basis set.

Properties
SMILES: N=C(N)N.O.O.O
max |F|: 3.29 eV/A
E_LUMO: 0.309 eV
Kohn-Sham gap: 10.2 eV
2S+1: 1
energy relative to the best compared isomer or geometry (same formula, charge and spin): 139.38 kJ/mol
DFT total energy: -434.66766 Eh

Geometry as XYZ:
```
18
CH11N3O3, DFT ωB97M-V with the def2-TZVPD basis set
N 0.947 -0.462 1.490
C -0.384 -0.388 0.957
N -1.141 -1.631 1.123
N -0.742 0.618 0.175
H 1.242 -1.041 2.251
H 1.623 0.165 1.045
H -1.850 -1.576 0.436
H -0.546 -2.507 0.962
H -0.540 1.562 0.665
H 3.300 0.797 -0.859
H 2.850 -0.527 -0.227
O 3.463 0.187 -0.186
H -3.696 0.742 0.200
H -2.427 1.234 -0.454
O -3.419 1.409 -0.409
H 0.479 -0.530 -3.014
H 0.334 0.426 -1.802
O 0.966 0.143 -2.463
```



# 6
Here is a 3-piece molecular cluster, CH11N6 overall from OMol25. Energies are from ωB97M-V with the def2-TZVPD basis set.

Properties
net charge: +1
⟨S²⟩: 2.008
max |F|: 4.49 eV/A
E_LUMO (alpha / beta): -2.423 / -6.003 eV
Kohn-Sham gap (alpha / beta): 7.2 / 7.1 eV
2S+1: 3
energy relative to the best compared isomer or geometry (same formula, charge and spin): 0.00 kJ/mol
DFT total energy: -372.83199 Eh

Geometry as XYZ:
```
18
CH11N6, DFT ωB97M-V with the def2-TZVPD basis set
C -0.376 -0.793 0.612
N -0.058 -1.199 -0.581
N -3.578 0.730 -0.431
N -1.503 -0.250 0.976
N 2.513 -0.786 -0.116
N 2.563 0.430 0.079
N 3.682 1.080 0.003
H -0.690 -1.103 -1.365
H 0.960 -1.369 -0.696
H -4.415 0.500 0.092
H -3.483 1.742 -0.406
H -2.296 0.044 0.327
H -1.623 0.005 1.944
H -3.743 0.465 -1.396
H 3.414 -1.259 -0.318
H 4.564 0.611 -0.207
H 0.399 -0.926 1.360
H 3.669 2.079 0.124
```



# 7
Here is a 4-piece molecular cluster, CH11NO3 overall from OMol25. Energies are from ωB97M-V with the def2-TZVPD basis set.

Properties
SMILES: CN.O.O.O
max |F|: 1.73 eV/A
E_LUMO: 0.779 eV
Kohn-Sham gap: 10.6 eV
2S+1: 1
energy relative to the best compared isomer or geometry (same formula, charge and spin): 63.37 kJ/mol
DFT total energy: -325.15587 Eh

Geometry as XYZ:
```
16
CH11NO3, DFT ωB97M-V with the def2-TZVPD basis set
C -0.371 -0.273 -1.149
N 0.888 0.160 -0.495
H -0.605 0.366 -1.990
H -0.256 -1.255 -1.485
H -1.153 -0.335 -0.418
H 0.833 1.159 -0.347
H 1.673 -0.058 -1.090
H -1.143 -3.129 0.607
H -1.925 -3.595 -0.601
O -2.031 -3.106 0.220
H 0.392 5.777 0.972
H 1.386 5.727 -0.168
O 0.699 5.209 0.265
H 0.682 -1.292 0.719
H 1.040 -1.998 1.957
O 0.697 -2.213 1.077
```



# 8
Here is a 5-piece molecular cluster, CH11NO4 overall from OMol25. Energies are from ωB97M-V with the def2-TZVPD basis set.

Properties
SMILES: C=N.O.O.O.O
max |F|: 9.31 eV/A
E_LUMO: 0.513 eV
Kohn-Sham gap: 10.5 eV
2S+1: 1
energy relative to the best compared isomer or geometry (same formula, charge and spin): 168.58 kJ/mol
DFT total energy: -400.35734 Eh

Geometry as XYZ:
```
17
CH11NO4, DFT ωB97M-V with the def2-TZVPD basis set
C -2.082 -1.872 0.087
N -3.051 -1.218 0.565
H -1.770 -2.704 0.650
H -1.464 -1.529 -0.772
H -3.234 -0.348 0.115
H 0.059 0.990 -2.050
H 1.423 0.602 -1.476
O 0.452 0.512 -1.366
H 3.515 -0.144 -1.219
H 3.005 1.042 -0.438
O 3.073 0.697 -1.353
H -1.944 0.492 1.521
H -0.757 0.974 0.432
O -1.616 1.155 0.865
H 1.005 0.189 0.899
H 1.582 0.877 2.054
O 1.804 0.286 1.486
```



# 9
Here is a 5-piece molecular cluster, CH11NO4 overall from OMol25. Energies are from ωB97M-V with the def2-TZVPD basis set.

Properties
SMILES: C=N.O.O.O.O
max |F|: 5.21 eV/A
E_LUMO: 0.430 eV
Kohn-Sham gap: 10.8 eV
2S+1: 1
energy relative to the best compared isomer or geometry (same formula, charge and spin): 204.13 kJ/mol
DFT total energy: -400.34380 Eh

Geometry as XYZ:
```
17
CH11NO4, DFT ωB97M-V with the def2-TZVPD basis set
C -0.872 -1.424 1.905
N -0.386 -2.028 0.822
H -1.441 -0.556 1.742
H -0.822 -1.602 2.978
H 0.184 -2.827 0.714
H 2.519 0.861 -0.659
H 1.392 2.025 -0.469
O 2.230 1.638 -0.175
H 2.201 -1.396 -1.187
H 1.066 -0.732 -1.984
O 1.993 -0.912 -1.984
H -1.926 3.037 0.914
H -1.179 1.995 0.275
O -1.580 2.179 1.081
H -0.791 -0.793 -1.070
H -1.704 0.505 -1.428
O -0.884 0.030 -1.476
```



# 10
Here is a 5-piece molecular cluster, CH11NO4 overall from OMol25. Energies are from ωB97M-V with the def2-TZVPD basis set.

Properties
net charge: +1
⟨S²⟩: 0.758
max |F|: 2.37 eV/A
E_LUMO (alpha / beta): -5.850 / -9.470 eV
Kohn-Sham gap (alpha / beta): 8.6 / 4.9 eV
2S+1: 2
energy relative to the best compared isomer or geometry (same formula, charge and spin): 72.94 kJ/mol
DFT total energy: -400.03023 Eh

Geometry as XYZ:
```
17
CH11NO4, DFT ωB97M-V with the def2-TZVPD basis set
C 1.739 -0.924 -1.734
N 1.882 -1.844 -0.893
H 1.810 0.145 -1.503
H 1.749 -1.042 -2.837
H 1.463 -2.759 -1.128
H 0.479 2.214 2.280
H -0.843 2.158 1.578
O -0.265 1.643 2.164
H -2.090 2.508 -1.049
H -1.487 1.310 -0.408
O -1.701 2.234 -0.225
H 0.860 -1.485 1.818
H -0.114 -0.336 1.724
O 0.057 -1.215 1.340
H -0.536 -0.980 -0.385
H -1.829 -0.794 -1.341
O -0.966 -0.445 -1.068
```